This record from OMol25 describes a cluster of 7 separate species, C15H40Cl2FNO8S in total at a distorted geometry. The level of theory is the ωB97M-V functional and the def2-TZVPD basis.

XYZ file:
```
68
C15H40Cl2FNO8S the ωB97M-V functional and the def2-TZVPD basis
C -0.9773 0.6769 -3.0242
C -1.5045 -0.6300 -2.5098
Cl -3.2105 -0.7170 -2.3815
C -0.7228 -1.6377 -2.1080
Cl -1.3852 -3.0500 -1.3686
N 0.6999 -1.6151 -2.1384
S 1.4081 -2.1996 -3.4968
O 0.8205 -3.4464 -3.8225
O 2.8101 -2.0506 -3.3323
F 0.9881 -1.2110 -4.6207
H -0.5876 0.5663 -4.0271
H -0.2002 1.0421 -2.3636
H -1.7717 1.4035 -3.0786
H 1.0971 -0.7164 -1.8407
C -2.2600 -0.7470 2.2336
C -2.4891 0.4495 1.3273
O -1.4344 0.6000 0.3812
H -1.3121 -0.6452 2.7641
H -3.0632 -0.8434 2.9662
H -2.2133 -1.6699 1.6484
H -2.5184 1.3716 1.9057
H -3.4421 0.3495 0.7967
H -1.4067 -0.2075 -0.1406
C 4.9755 -0.2452 -0.4276
C 3.6646 -0.0999 0.3203
O 2.5464 -0.4036 -0.5225
H 4.9925 0.4118 -1.2979
H 5.8189 0.0037 0.2174
H 5.1049 -1.2675 -0.7893
H 3.5311 0.9223 0.6642
H 3.6424 -0.7559 1.1946
H 2.6462 -1.3132 -0.8239
C -0.7052 -6.2402 2.3370
C -0.6981 -4.7945 1.8756
O -1.9373 -4.4200 1.2781
H -0.9159 -6.9041 1.4985
H 0.2561 -6.5182 2.7712
H -1.4813 -6.4021 3.0888
H 0.0647 -4.6403 1.1140
H -0.4801 -4.1253 2.7153
H -2.6288 -4.5326 1.9353
C 4.7168 4.0630 -0.4692
C 3.4199 4.3196 0.2766
O 2.2819 3.9885 -0.5177
H 4.7443 4.6408 -1.3935
H 5.5816 4.3328 0.1392
H 4.8024 3.0070 -0.7384
H 3.3281 5.3753 0.5288
H 3.3969 3.7415 1.2022
H 2.3381 3.0540 -0.7353
C -8.4073 0.6873 -3.0394
C -6.9563 1.0492 -3.2977
O -6.0760 0.4121 -2.3742
H -8.6913 0.9622 -2.0234
H -9.0699 1.1982 -3.7392
H -8.5610 -0.3892 -3.1446
H -6.8027 2.1198 -3.1758
H -6.6710 0.7793 -4.3201
H -6.1912 -0.5371 -2.4730
C 2.7765 2.5576 5.1501
C 3.3972 2.9470 3.8218
O 3.3217 1.8936 2.8629
H 3.2721 1.6756 5.5561
H 2.8569 3.3695 5.8738
H 1.7194 2.3124 5.0242
H 4.4545 3.1747 3.9468
H 2.9041 3.8361 3.4151
H 2.3934 1.6813 2.7249
```

HOMO energy = -9.4 eV
net charge = 0
orbital gap = 9.9 eV
total energy = -2670.55120 Eh
E_LUMO = 0.6 eV